# 1
118
Properties=species:S:1:pos:R:3:forces:R:3:lowdin_charge:R:1 method="wB97M-V/def2-TZVPD" total_energy_ev=-107759.4665 e_above_lowest_kj_mol=52.4 charge=-1 orbital_gap_ev=5.6 mol_weight_da=1075.66 lumo_energy_ev=1.899 multiplicity=1
Y -0.746 0.667 0.066 -0.165 0.239 0.245 1.3502
O -0.085 0.216 2.479 -0.036 0.009 -0.010 -0.0809
C -0.812 0.167 3.465 0.038 0.012 0.016 -0.2017
C -2.136 0.706 3.618 -0.007 0.019 -0.025 -0.1097
C -2.790 0.453 4.823 0.017 -0.027 0.024 0.0482
C -4.051 0.946 5.045 -0.019 0.005 -0.035 -0.1655
C -4.699 1.726 4.065 -0.003 -0.012 0.019 0.0059
C -4.076 1.996 2.886 0.000 0.007 -0.002 0.0194
C -2.768 1.486 2.590 -0.015 0.024 0.042 -0.3456
O -2.218 1.738 1.483 0.047 -0.077 -0.175 -0.2334
N -4.716 0.667 6.297 0.025 0.056 0.028 -0.3701
O -5.843 1.111 6.463 -0.010 -0.017 -0.010 0.0443
O -4.122 0.012 7.141 -0.009 -0.021 -0.009 0.0398
H -0.424 -0.335 4.373 -0.004 0.000 0.000 0.1308
H -2.308 -0.141 5.589 0.000 0.003 -0.002 0.1247
H -5.690 2.103 4.274 0.001 -0.001 0.000 0.1152
H -4.551 2.601 2.125 0.005 0.000 -0.003 0.1197
C 2.871 2.695 -1.698 0.005 0.029 -0.022 -0.0500
N 3.060 3.266 -0.362 0.003 -0.094 0.020 -0.2602
C 4.098 4.273 -0.258 -0.020 0.005 -0.003 -0.0854
P 2.438 2.448 0.896 0.103 -0.101 -0.013 0.4980
O 1.011 2.126 0.783 -0.156 0.054 -0.069 -0.3833
O 3.311 1.053 0.977 -0.066 0.102 -0.051 -0.2476
P 2.740 -0.444 0.782 0.067 -0.007 -0.013 0.4932
O 1.399 -0.459 0.161 -0.081 -0.198 -0.023 -0.3383
N 3.813 -1.246 -0.163 -0.005 0.031 0.034 -0.2806
C 5.143 -1.586 0.313 -0.009 -0.005 -0.014 -0.0979
C 3.751 -1.038 -1.612 0.005 0.000 -0.002 -0.1015
N 2.905 -1.097 2.281 -0.007 0.014 -0.015 -0.2833
C 2.235 -2.385 2.465 0.003 0.011 -0.005 -0.0749
C 2.972 -0.286 3.488 0.004 0.000 -0.011 -0.0784
N 2.805 3.212 2.289 0.033 0.022 0.047 -0.2900
C 4.142 3.270 2.844 -0.020 -0.002 0.004 -0.1177
C 1.753 3.852 3.072 0.011 0.000 -0.017 -0.0748
H 2.684 3.502 -2.407 0.006 -0.002 0.006 0.0761
H 1.998 2.042 -1.711 -0.004 -0.010 0.000 0.0658
H 3.751 2.126 -2.015 0.006 -0.006 0.005 0.0873
H 3.970 4.976 -1.081 -0.007 0.012 -0.006 0.0756
H 5.105 3.841 -0.320 0.001 0.001 0.001 0.0869
H 3.999 4.826 0.674 0.006 0.006 0.007 0.0713
H 5.121 -1.793 1.380 0.003 0.003 0.002 0.0739
H 5.860 -0.778 0.120 0.000 0.000 -0.001 0.0842
H 5.486 -2.480 -0.212 0.002 -0.003 0.003 0.0803
H 2.761 -0.701 -1.910 0.007 0.010 -0.005 0.0418
H 3.964 -1.976 -2.127 0.006 0.006 0.001 0.0707
H 4.485 -0.290 -1.930 -0.005 0.009 -0.001 0.0885
H 2.245 -2.950 1.533 -0.006 0.000 0.000 0.0766
H 1.195 -2.247 2.773 0.002 0.000 0.011 0.0711
H 2.767 -2.959 3.226 -0.001 -0.006 -0.002 0.0865
H 3.607 0.581 3.324 -0.015 -0.021 0.005 0.0592
H 3.415 -0.890 4.283 0.003 0.000 0.001 0.0881
H 1.983 0.053 3.806 -0.019 -0.003 0.003 0.0721
H 4.843 2.724 2.213 0.000 0.003 -0.002 0.0810
H 4.159 2.821 3.843 0.005 0.007 0.003 0.0815
H 4.489 4.304 2.931 0.000 0.003 0.002 0.0836
H 0.792 3.720 2.578 -0.001 -0.003 0.004 0.0782
H 1.954 4.921 3.178 -0.005 0.005 0.001 0.0867
H 1.703 3.401 4.068 0.000 0.002 0.000 0.0864
C -2.709 -1.100 -2.196 -0.035 0.005 -0.013 -0.0974
N -2.932 0.166 -1.482 0.059 -0.090 0.013 -0.3065
C -3.408 1.142 -2.464 0.012 0.041 0.033 -0.1338
C -3.976 -0.013 -0.460 -0.017 0.038 -0.018 -0.1881
C -3.586 -1.043 0.570 0.082 -0.096 0.034 -0.2709
C -4.580 -1.828 1.147 -0.016 -0.022 0.009 -0.0603
C -4.254 -2.794 2.091 0.007 0.026 -0.001 -0.1133
C -2.920 -2.978 2.426 0.010 0.004 -0.010 -0.1194
C -1.945 -2.176 1.835 -0.019 -0.035 0.048 -0.1776
C -2.225 -1.171 0.903 0.098 -0.004 -0.027 -0.1741
H -3.661 -1.485 -2.592 -0.004 0.001 0.005 0.0948
H -2.270 -1.840 -1.534 0.014 0.001 0.011 0.0462
H -2.024 -0.928 -3.023 -0.003 -0.002 -0.001 0.0718
H -4.343 0.789 -2.927 0.002 -0.005 -0.001 0.0879
H -2.659 1.267 -3.243 0.031 0.033 -0.002 0.0679
H -3.570 2.108 -1.992 -0.012 0.004 -0.002 0.0150
H -4.923 -0.296 -0.949 -0.005 -0.013 0.006 0.1203
H -4.132 0.962 0.013 -0.006 0.000 -0.005 0.1124
H -5.618 -1.686 0.860 0.003 -0.003 -0.004 0.1014
H -5.028 -3.399 2.548 0.000 -0.001 -0.001 0.0881
H -2.641 -3.740 3.147 0.001 0.002 0.000 0.0890
H -0.911 -2.356 2.124 0.002 -0.005 -0.002 0.0681
B 1.446 -0.299 -4.476 0.039 -0.024 0.012 -0.4338
C 0.661 0.039 -3.148 -0.099 0.010 -0.048 -0.2350
N 0.086 0.287 -2.176 0.085 0.095 -0.028 0.0618
H 2.135 0.668 -4.738 0.010 0.004 0.006 0.0026
H 0.624 -0.515 -5.341 0.010 0.013 -0.002 -0.0006
H 2.127 -1.284 -4.256 -0.005 -0.001 0.002 -0.0039
Cl 3.297 -4.958 -1.613 -0.003 0.002 0.001 0.6561
C 1.617 -4.699 -1.237 0.015 -0.009 0.011 -0.6398
C 0.775 -5.772 -1.012 -0.004 -0.006 -0.001 -0.1020
C -0.546 -5.496 -0.696 0.000 0.006 0.011 -0.0551
C -0.951 -4.171 -0.608 0.024 -0.004 0.051 -0.1330
N -0.133 -3.147 -0.829 -0.077 -0.026 -0.080 0.1054
C 1.127 -3.405 -1.152 0.007 0.035 0.020 -0.1612
H 1.146 -6.786 -1.081 0.000 0.000 0.001 0.1035
H -1.250 -6.296 -0.510 0.002 -0.001 -0.001 0.1027
H -1.967 -3.916 -0.326 -0.005 0.003 -0.014 0.1035
H 1.768 -2.555 -1.338 -0.017 -0.007 -0.017 0.0731
C 3.111 6.501 -4.561 0.004 -0.012 0.002 -0.0634
C 2.059 5.862 -3.693 0.005 0.011 0.004 -0.3020
C 1.176 4.920 -4.197 0.010 -0.023 -0.007 -0.0375
C 0.184 4.338 -3.408 -0.001 -0.023 0.000 -0.3251
C -0.747 3.347 -4.043 0.006 0.015 0.002 -0.1009
C 0.067 4.682 -2.052 -0.043 0.053 0.073 -0.5412
Te -1.452 3.850 -0.799 0.111 -0.022 -0.067 0.8175
C 0.961 5.638 -1.532 -0.019 -0.011 0.041 -0.3410
C 0.901 6.072 -0.092 0.010 0.006 -0.014 -0.1199
C 1.928 6.210 -2.353 0.005 0.003 -0.025 -0.0676
H 3.172 6.003 -5.529 0.000 0.002 0.000 0.0688
H 4.098 6.451 -4.095 0.001 0.003 -0.001 0.0688
H 2.891 7.556 -4.741 -0.002 -0.002 -0.002 0.0737
H 1.257 4.619 -5.237 0.002 0.007 0.000 0.1100
H -0.427 3.100 -5.057 -0.011 0.012 -0.001 0.0768
H -1.765 3.745 -4.069 -0.004 -0.016 0.010 0.0725
H -0.783 2.433 -3.454 0.007 -0.049 0.005 0.0132
H 0.950 5.207 0.572 0.000 -0.011 0.002 0.0230
H -0.050 6.560 0.130 0.005 -0.001 0.006 0.0601
H 1.718 6.761 0.140 -0.001 0.000 -0.007 0.0677
H 2.597 6.958 -1.932 0.007 -0.003 -0.001 0.1087

# 2
112
Properties=species:S:1:pos:R:3:forces:R:3:mulliken_spin:R:1 method="wB97M-V/def2-TZVPD" s_squared=0.76 total_energy_ev=-107594.1945 orbital_gap_ev="4.9 / 5.8" mol_weight_da=1097.81 lumo_energy_ev="0.238 / 0.223" multiplicity=2
Hg -0.464 0.535 -0.727 -0.253 0.256 -0.823 0.3120
C -3.472 -2.495 1.994 0.427 -0.972 -1.330 0.0039
C -2.011 -2.345 1.398 -1.230 -0.994 1.606 0.0160
C -1.355 -3.726 1.527 0.858 0.585 -0.419 0.0045
C -1.212 -1.448 2.354 0.789 -0.070 0.234 0.0164
P -1.954 -1.616 -0.316 0.302 0.457 -0.363 0.1233
C -3.691 -0.962 -0.703 0.417 0.739 -0.102 -0.0301
N -3.742 0.509 -0.508 -0.255 -1.569 0.035 0.0260
B -2.657 1.344 -0.854 0.842 0.386 -0.134 0.3135
N -3.150 2.690 -0.730 0.441 -0.226 0.470 0.0075
C -2.312 3.867 -0.718 1.683 -0.396 0.202 0.0089
P -0.483 3.346 -1.291 0.382 1.821 0.191 -0.0042
C -0.467 3.393 -3.208 -0.104 -0.666 0.694 -0.0483
C -1.381 2.253 -3.699 0.030 -0.562 -0.903 0.0286
C -0.952 4.721 -3.781 0.075 -0.638 0.339 0.0001
C 0.996 3.093 -3.667 -0.753 0.666 -0.034 0.0054
C 0.531 4.938 -0.623 0.416 -0.183 -1.003 -0.0015
C 0.776 4.520 0.847 -0.983 -0.297 0.307 0.0095
C 1.977 5.215 -1.185 -1.003 -1.948 -1.375 0.0037
C -0.240 6.247 -0.813 -1.975 0.403 2.164 -0.0002
C -4.401 2.628 -0.146 -2.314 -0.005 -0.786 0.0090
C -5.352 3.645 0.091 1.708 0.342 0.354 0.0006
C -6.579 3.320 0.636 0.434 -1.390 -0.318 0.0007
C -6.954 1.972 0.829 -0.333 0.611 -0.188 0.0015
C -6.100 0.920 0.479 1.136 1.080 -0.508 0.0025
C -4.835 1.262 -0.063 0.209 0.687 0.570 0.0207
C -1.473 -2.772 -1.809 -1.228 0.594 1.598 -0.0195
C -2.662 -3.684 -1.917 -1.516 -0.931 -0.281 0.0025
C -1.283 -1.900 -3.036 -0.515 0.425 -1.188 -0.0233
C -0.198 -3.497 -1.501 1.005 -0.046 -0.646 0.0050
H -3.435 -3.076 2.933 0.059 0.158 -0.416 -0.0002
H -4.052 -3.076 1.211 0.257 0.603 1.190 -0.0004
H -3.966 -1.553 2.220 0.004 0.142 -0.242 -0.0001
H -1.139 -3.943 2.567 -0.014 0.090 0.324 0.0000
H -0.383 -3.725 1.001 -0.462 -0.244 0.252 -0.0005
H -1.992 -4.514 1.188 -0.325 -0.596 -0.611 0.0012
H -1.150 -1.941 3.365 -0.321 0.636 -0.820 -0.0001
H -1.633 -0.436 2.428 0.099 -0.186 0.048 0.0054
H -0.162 -1.369 2.003 -0.465 0.125 0.105 0.0043
H -4.462 -1.390 -0.102 -0.409 -0.586 0.511 -0.0014
H -3.931 -1.218 -1.739 0.064 0.119 0.013 0.0148
H -2.151 4.187 0.335 -0.147 0.186 -0.552 0.0010
H -2.707 4.689 -1.308 -0.177 0.066 -0.053 0.0040
H -2.423 2.441 -3.500 -0.510 0.483 -0.085 -0.0039
H -1.266 1.269 -3.231 0.670 0.281 0.010 0.0098
H -1.251 2.085 -4.804 -0.110 0.377 0.795 -0.0012
H -1.977 4.935 -3.495 -0.228 -0.057 -0.007 0.0001
H -0.909 4.641 -4.866 0.121 0.407 -0.170 -0.0010
H -0.334 5.503 -3.363 0.231 0.424 -0.420 0.0009
H 1.532 2.490 -2.929 0.159 0.223 -0.103 0.0345
H 1.493 4.045 -3.929 0.137 -0.527 0.473 -0.0001
H 0.938 2.524 -4.591 0.076 -0.161 -0.148 -0.0079
H 1.266 3.512 0.952 -0.342 1.029 -0.302 0.0043
H -0.149 4.501 1.465 0.266 -0.226 -0.534 -0.0007
H 1.363 5.289 1.319 0.629 0.264 0.279 0.0001
H 2.499 4.225 -1.186 0.171 0.998 0.099 -0.0006
H 2.462 5.974 -0.590 0.237 0.019 0.437 -0.0004
H 1.976 5.592 -2.236 -0.162 -0.356 0.710 0.0003
H -0.502 6.642 0.230 0.239 -0.183 -1.319 -0.0004
H -1.211 6.123 -1.322 0.335 -0.085 0.328 0.0000
H 0.208 7.064 -1.357 0.802 -0.001 -0.096 0.0001
H -5.033 4.697 -0.052 -0.399 -0.704 0.093 -0.0006
H -7.246 4.103 0.887 -0.679 0.538 0.183 -0.0001
H -7.988 1.827 1.172 0.666 -0.374 0.034 -0.0002
H -6.332 -0.116 0.617 -0.418 -0.369 -0.004 -0.0004
H -3.476 -3.180 -2.465 0.304 -0.334 -0.061 0.0007
H -3.140 -3.952 -0.952 0.563 0.109 -0.284 0.0027
H -2.449 -4.648 -2.396 0.061 0.191 -0.300 -0.0023
H -2.094 -1.152 -3.159 0.439 -0.184 0.235 0.0049
H -1.347 -2.493 -3.998 0.266 0.208 1.074 -0.0023
H -0.313 -1.377 -3.007 -0.357 -0.102 0.018 0.0686
H -0.398 -4.406 -0.943 0.250 -0.165 -0.038 0.0013
H 0.514 -2.859 -0.965 -0.044 -0.066 0.080 0.0021
H 0.312 -3.721 -2.470 -0.383 -0.231 0.662 -0.0016
N 3.532 1.286 1.687 -1.794 0.056 -0.745 -0.0016
C 2.215 0.936 1.592 1.904 -2.091 -1.833 0.0301
N 2.024 0.131 0.513 1.040 1.819 2.121 0.0164
C 3.259 0.181 -0.063 -0.680 0.203 0.391 -0.0071
N 4.191 0.878 0.577 -0.469 -0.119 0.764 0.0075
C 3.523 -0.335 -1.382 2.332 1.004 -1.677 0.0245
C 4.817 0.012 -1.897 -0.497 -0.781 0.504 -0.0067
N 5.208 -0.409 -3.107 0.714 1.534 1.533 0.0029
C 4.306 -1.012 -3.817 -1.474 -1.158 -1.131 -0.0006
C 3.004 -1.286 -3.354 0.687 -0.154 -0.334 0.0327
N 2.617 -0.928 -2.149 -0.253 -0.324 1.051 -0.0187
H 3.897 1.965 2.336 0.346 -0.122 -0.207 -0.0008
H 1.523 1.130 2.341 -1.157 0.429 1.111 -0.0084
H 5.508 0.587 -1.237 -0.486 -0.658 -0.907 -0.0003
H 4.613 -1.309 -4.816 -0.152 -0.156 0.019 0.0006
H 2.286 -1.876 -3.921 0.176 0.324 -0.231 0.0044
Cl -2.099 0.890 5.827 0.100 0.516 -0.952 0.0000
C -2.652 1.812 4.365 -0.790 -0.382 0.387 -0.0006
Cl -1.754 3.277 3.968 -0.023 -0.172 0.352 -0.0002
H -3.701 2.018 4.581 0.299 0.482 -0.010 0.0000
H -2.651 1.204 3.473 0.391 -0.435 0.119 -0.0005
C 3.049 -5.521 2.574 -0.592 -0.114 -0.194 0.0002
Te 2.781 -3.339 2.130 0.982 -1.018 0.478 -0.0030
C 4.754 -3.119 3.141 -0.934 0.366 -0.232 -0.0004
C 5.273 -4.546 3.280 0.415 0.188 0.221 0.0000
C 6.620 -4.638 3.695 -0.506 -1.120 -0.662 0.0000
C 7.232 -5.883 3.832 -0.906 -0.074 0.227 0.0000
C 6.480 -7.020 3.551 -0.387 -1.367 0.107 0.0000
C 5.153 -6.942 3.108 -0.189 1.106 0.165 0.0000
C 4.489 -5.706 2.988 1.525 1.283 0.440 0.0001
H 2.786 -6.187 1.714 0.220 0.815 0.515 0.0000
H 2.339 -5.768 3.391 0.533 0.180 -0.408 0.0000
H 4.589 -2.556 4.101 0.179 -0.844 -0.795 -0.0001
H 5.431 -2.502 2.513 -0.507 -0.471 0.278 0.0000
H 7.236 -3.764 3.812 -0.162 0.375 0.225 0.0000
H 8.223 -5.958 4.247 0.235 -0.057 -0.186 0.0000
H 6.849 -8.065 3.723 0.025 1.251 -0.254 0.0000
H 4.586 -7.826 2.881 0.014 -0.413 0.001 0.0000